This record from the Open Molecules 2025 dataset describes the molecule C14H18N4O2S2. The level of theory is ωB97M-V/def2-TZVPD.

Computed properties:
Total charge   0
Relative energy (zero: lowest compared OMol25 entry of this formula, charge and spin)   0.0 kcal/mol

```
40
Properties=species:S:1:pos:R:3:forces:R:3
N -0.9247 -0.7483 1.9125 -0.2 -0.2 0.0
C -0.3967 0.3129 1.2712 0.0 0.6 -0.2
N 0.8834 0.5575 1.5102 -0.4 0.0 0.2
C 1.4654 1.5755 0.9073 -0.4 -0.1 0.0
S 3.1840 1.7073 1.2262 0.5 0.1 0.2
C 3.3381 0.2619 2.3257 -0.2 0.4 -0.1
C 2.8338 -1.0339 1.6989 0.5 0.2 0.1
O 2.2205 -1.8663 2.3356 -0.2 -0.4 0.3
N 3.2370 -1.2112 0.4271 0.2 0.0 -0.3
C 2.9938 -2.4220 -0.3165 0.0 -0.2 -0.2
C 2.4389 -2.1729 -1.7189 -0.3 0.1 0.4
C 1.0431 -1.5435 -1.7262 0.2 -0.4 -0.4
O 1.0312 -0.1877 -1.3598 0.1 0.4 -0.1
N 0.9136 2.4539 0.0977 0.5 0.4 -0.2
C -0.3763 2.2398 -0.1230 -0.3 -0.4 0.3
S -1.3300 3.2600 -1.1656 -0.1 -0.3 0.2
C -2.7093 2.2495 -0.8726 0.3 -0.3 0.2
C -2.4644 1.2071 -0.0419 -0.4 0.4 -0.5
C -1.1235 1.1751 0.4198 0.6 0.3 0.0
C -3.7029 0.3978 0.1838 -0.1 0.0 0.1
C -4.6821 0.9595 -0.8745 0.0 0.0 0.0
C -4.1246 2.3274 -1.3284 -0.1 0.2 0.0
H -1.8233 -1.1044 1.6426 0.0 0.0 0.0
H -0.2584 -1.3596 2.3600 0.0 -0.1 0.0
H 2.7841 0.4554 3.2425 0.1 -0.2 -0.1
H 4.4026 0.1726 2.5481 0.0 0.0 0.0
H 3.7150 -0.4524 -0.0363 -0.1 0.0 0.1
H 2.2914 -3.0140 0.2756 0.1 0.0 -0.1
H 3.9325 -2.9859 -0.4053 -0.2 0.0 0.1
H 3.1262 -1.5262 -2.2725 0.0 0.0 -0.1
H 2.3884 -3.1311 -2.2381 0.1 0.0 -0.1
H 0.5959 -1.6681 -2.7239 0.0 -0.1 0.1
H 0.4041 -2.0457 -0.9960 0.0 -0.1 -0.1
H 1.5726 0.3177 -1.9776 -0.1 0.0 0.0
H -3.5400 -0.6726 0.0431 0.0 -0.1 0.1
H -4.0795 0.5543 1.1988 0.0 -0.1 0.0
H -5.6926 1.0477 -0.4798 0.0 0.0 -0.1
H -4.7131 0.2832 -1.7290 0.0 0.0 0.0
H -4.2145 2.4735 -2.4050 -0.1 0.0 0.0
H -4.6398 3.1565 -0.8355 -0.1 0.0 -0.1
```
Forces are in eV/Å.

This record from the Open Molecules 2025 dataset describes C14H19AgN2O2S3 as an isolated structure. The level of theory is ωB97M-V/def2-TZVPD.

Computed properties:
Total charge   -2
Relative energy (zero: lowest compared OMol25 entry of this formula, charge and spin)   138.7 kcal/mol

```
41
Properties=species:S:1:pos:R:3:forces:R:3
Ag -0.5931 -0.4022 1.0344 -0.5 0.0 0.2
C -4.3461 -0.6228 0.9860 0.1 0.0 0.1
C -4.1096 0.8760 0.8170 0.0 -0.1 -0.1
S -2.7498 1.4440 1.8645 0.1 0.1 0.0
C -2.2102 2.8920 0.9169 0.0 0.1 -0.1
C -1.6013 2.6216 -0.4606 0.1 -0.1 0.0
S -0.0300 1.7116 -0.4222 -0.1 0.1 0.0
C -1.5439 0.2921 -3.5774 -0.1 -0.2 0.1
C -2.7564 -0.0675 -3.1897 -0.1 0.1 0.2
S -3.0632 -1.6266 0.1778 0.2 0.1 -0.1
H -5.3164 -0.8621 0.5386 0.0 0.0 0.0
H -4.4117 -0.8790 2.0503 0.0 0.1 0.0
H -5.0019 1.4722 1.0433 0.0 -0.1 0.0
H -3.8197 1.0313 -0.2230 -0.1 0.1 0.0
H -1.4537 3.3711 1.5411 0.0 0.0 0.0
H -3.0663 3.5739 0.8287 0.0 0.0 0.0
H -1.4358 3.6053 -0.9172 0.0 0.0 0.0
H -2.3273 2.1020 -1.0950 0.0 0.0 0.0
H -0.8291 -0.4617 -3.8913 0.1 0.1 0.0
H -1.2026 1.3112 -3.4606 0.1 0.0 -0.1
H -3.0754 -1.0982 -3.1218 0.0 -0.1 -0.1
H -3.4503 0.6614 -2.7841 0.0 0.0 0.0
N 7.7680 0.0541 2.2701 0.0 0.0 0.0
C 6.7348 -0.0987 1.7870 0.0 0.0 0.0
C 5.4427 -0.2843 1.1760 0.0 0.0 0.0
C 5.3555 -0.5606 -0.1882 0.0 0.0 0.0
C 4.0897 -0.7307 -0.7194 0.0 0.1 0.0
N 2.9663 -0.6466 -0.0110 0.2 -0.1 -0.1
C 3.0431 -0.3862 1.2989 0.0 0.1 0.1
C 4.2801 -0.1965 1.9253 0.0 0.0 -0.1
H 6.2428 -0.6355 -0.8024 0.0 0.0 0.0
H 3.9723 -0.9402 -1.7792 0.0 0.0 0.0
H 2.0701 -0.3651 1.8824 0.0 -0.1 0.0
H 4.3163 0.0106 2.9865 0.0 0.0 0.0
O 0.6033 -0.6366 2.6092 0.1 -0.1 -0.3
C 0.2591 -2.4723 -0.6371 0.0 0.0 0.0
C 0.1371 -2.3336 0.8762 0.0 -0.1 0.1
O 0.2868 -3.2344 1.6267 -0.1 0.0 0.0
H 0.6223 -3.4765 -0.8726 0.0 0.0 0.0
H 0.9324 -1.7042 -1.0115 0.0 0.0 0.0
H -0.7287 -2.3082 -1.0724 0.0 0.0 0.0
```
Forces are in eV/Å.